Entry 1:
DFT (wB97M-V/def2-TZVPD) results for a structure of composition C37H29ClNO2PPd.

```
! wB97M-V def2-TZVPD RIJCOSX def2/J DEFGRID3
* xyz -2 1
Pd 0.068 -0.826 -0.767
Cl 0.438 2.500 -1.343
C -0.630 2.972 -0.049
C -0.459 4.235 0.495
C -1.272 4.647 1.539
C -2.250 3.790 2.018
C -2.411 2.532 1.454
C -1.606 2.085 0.406
P -1.699 0.395 -0.362
C -3.030 -0.343 0.682
C -2.661 -0.758 1.968
C -3.576 -1.400 2.786
C -4.866 -1.668 2.335
C -5.229 -1.284 1.054
C -4.319 -0.623 0.236
C -2.709 0.882 -1.843
C -3.687 1.876 -1.839
C -4.418 2.159 -2.984
C -4.183 1.445 -4.153
C -3.211 0.455 -4.169
C -2.473 0.180 -3.023
H 0.322 4.875 0.106
H -1.131 5.627 1.979
H -2.889 4.095 2.839
H -3.177 1.876 1.844
H -1.645 -0.567 2.307
H -3.275 -1.706 3.782
H -5.575 -2.181 2.975
H -6.226 -1.497 0.683
H -4.621 -0.330 -0.763
H -3.879 2.437 -0.931
H -5.172 2.938 -2.964
H -4.753 1.666 -5.049
H -3.011 -0.098 -5.079
H -1.687 -0.570 -3.017
N 2.737 -6.003 -8.974
C 2.436 -5.426 -8.020
C 2.065 -4.713 -6.844
C 2.368 -3.350 -6.704
C 2.009 -2.662 -5.570
C 1.320 -3.291 -4.501
C 1.025 -4.670 -4.665
C 1.385 -5.357 -5.799
C 0.952 -2.592 -3.348
C 0.640 -1.979 -2.316
H 2.894 -2.842 -7.504
H 2.249 -1.612 -5.471
H 0.500 -5.173 -3.864
H 1.145 -6.409 -5.895
C 5.846 1.414 5.693
C 4.695 1.081 4.777
C 4.353 -0.236 4.506
C 3.280 -0.555 3.675
C 2.949 -1.992 3.373
C 2.518 0.472 3.117
C 2.850 1.804 3.377
C 2.038 2.911 2.762
C 3.937 2.090 4.195
C 1.318 0.141 2.228
O 0.204 0.490 2.678
O 1.591 -0.437 1.155
H 6.505 0.554 5.823
H 5.494 1.712 6.686
H 6.443 2.239 5.299
H 4.940 -1.040 4.943
H 3.598 -2.669 3.933
H 3.048 -2.184 2.304
H 1.910 -2.211 3.625
H 1.969 2.784 1.679
H 2.480 3.887 2.975
H 1.013 2.881 3.135
H 4.198 3.129 4.382
*
```

* gap between HOMO and LUMO: 5.046 eV
* LUMO energy: 0.158 Ha
* relative energy (zero: lowest compared OMol25 entry of this formula, charge and spin): 0.0 kcal/mol
* energy: -2562.03934 Eh

---

Entry 2:
DFT (wB97M-V/def2-TZVPD) results for a structure of composition C37H30Br2GeMnN3O7S3.

```
! wB97M-V def2-TZVPD RIJCOSX def2/J DEFGRID3
* xyz -1 6
Mn 0.138 -0.392 0.254
C -5.595 2.117 -5.765
C -4.514 1.382 -5.020
C -3.587 2.074 -4.244
C -2.627 1.397 -3.510
C -2.586 0.010 -3.550
C -3.488 -0.696 -4.327
C -4.445 -0.007 -5.059
S -1.346 -0.830 -2.592
O -0.048 -0.453 -3.116
O -1.683 -2.242 -2.676
N -1.471 -0.223 -1.142
C -2.726 -0.545 -0.455
C -2.528 -0.823 1.037
O -3.481 -1.131 1.723
O -1.301 -0.742 1.487
H -5.337 3.167 -5.903
H -6.538 2.077 -5.214
H -5.772 1.675 -6.746
H -3.621 3.157 -4.206
H -1.914 1.938 -2.901
H -3.430 -1.776 -4.350
H -5.153 -0.559 -5.666
H -3.190 -1.449 -0.861
H -3.456 0.266 -0.541
Br -0.084 -6.386 -2.661
C 0.111 -4.840 -1.600
C -0.704 -4.651 -0.503
C -0.550 -3.477 0.213
N 0.353 -2.561 -0.116
C 1.162 -2.763 -1.161
C 1.069 -3.902 -1.942
C 2.143 -1.669 -1.439
C 3.237 -1.922 -2.304
C 4.083 -0.869 -2.637
Br 5.468 -1.162 -3.889
C 3.914 0.357 -2.073
C 2.916 0.527 -1.003
N 1.931 -0.512 -0.872
H -1.458 -5.372 -0.225
H -1.173 -3.242 1.068
H 1.681 -4.042 -2.819
H 3.382 -2.899 -2.735
H 4.541 1.212 -2.285
H 2.435 1.507 -1.036
C -3.911 2.165 3.867
C -3.851 2.338 2.492
C -2.625 2.309 1.846
C -1.429 2.113 2.543
C -1.515 1.938 3.922
C -2.738 1.967 4.580
Ge 0.259 1.867 1.517
C 1.505 1.849 3.025
C 2.018 3.009 3.598
C 2.854 2.942 4.702
C 3.194 1.711 5.246
C 2.693 0.548 4.681
C 1.858 0.622 3.574
C -0.084 3.253 0.164
C 0.016 2.984 -1.199
C -0.084 4.002 -2.139
C -0.276 5.312 -1.724
C -0.386 5.593 -0.369
C -0.293 4.571 0.564
H -4.866 2.172 4.378
H -4.759 2.486 1.921
H -2.599 2.441 0.767
H -0.614 1.778 4.505
H -2.774 1.824 5.654
H 1.785 3.975 3.166
H 3.265 3.852 5.120
H 3.853 1.659 6.104
H 2.965 -0.418 5.089
H 1.478 -0.297 3.137
H 0.164 1.966 -1.547
H 0.004 3.771 -3.194
H -0.332 6.111 -2.453
H -0.540 6.612 -0.037
H -0.390 4.804 1.619
O 4.683 3.067 -0.714
S 4.052 2.790 0.559
O 2.655 3.180 0.615
O 4.836 3.034 1.740
S 3.925 0.616 0.565
*
```

* gap between HOMO and LUMO (alpha / beta): 7.112 / 5.778 eV
* LUMO energy (alpha / beta): 0.044 / 0.001 Ha
* ⟨S²⟩: 9.21
* relative energy (zero: lowest compared OMol25 entry of this formula, charge and spin): 83.7 kcal/mol
* energy: -11689.54423 Eh

---

Entry 3:
DFT (wB97M-V/def2-TZVPD) results for a structure of composition C37H30BrCsF3IN4O3S2.

```
! wB97M-V def2-TZVPD RIJCOSX def2/J DEFGRID3
* xyz -2 1
Cs -0.533 -2.000 1.328
C 2.941 4.966 0.176
C 3.525 3.645 0.589
N 4.716 3.632 1.157
C 5.237 2.460 1.563
C 4.603 1.245 1.379
C 5.244 0.003 1.954
O 6.518 -0.294 1.381
C 3.364 1.233 0.727
C 2.567 0.045 0.411
N 2.864 -1.073 -0.136
C 4.168 -1.344 -0.609
C 4.822 -0.484 -1.500
C 6.058 -0.818 -2.029
C 6.667 -2.018 -1.674
C 6.027 -2.881 -0.801
C 4.780 -2.553 -0.282
I 3.828 -3.868 1.022
C 2.732 2.464 0.342
O 1.587 2.519 -0.191
H 3.733 5.714 0.127
H 2.435 4.871 -0.786
H 2.181 5.309 0.885
H 6.197 2.499 2.069
H 5.432 0.148 3.017
H 4.575 -0.855 1.870
H 6.399 -0.330 0.424
H 1.496 0.161 0.561
H 4.338 0.450 -1.761
H 6.550 -0.141 -2.717
H 7.638 -2.283 -2.074
H 6.494 -3.815 -0.517
S -1.945 -5.180 0.484
C -3.096 -4.036 -0.078
C -4.457 -4.109 0.323
C -5.363 -3.176 -0.130
C -4.937 -2.161 -0.993
C -3.595 -2.149 -1.328
N -2.694 -3.034 -0.890
H -4.757 -4.897 0.998
H -6.397 -3.235 0.193
H -5.610 -1.404 -1.374
H -3.207 -1.373 -1.982
Br -2.664 -2.110 -5.265
C -1.390 -2.749 -3.971
C -1.451 -4.086 -3.610
C -0.528 -4.519 -2.676
C 0.406 -3.617 -2.196
C 0.344 -2.300 -2.609
N -0.553 -1.860 -3.503
H -2.219 -4.731 -4.010
H -0.560 -5.531 -2.293
H 1.127 -3.907 -1.443
H 1.022 -1.570 -2.178
F -1.841 -1.873 5.324
C -1.459 -1.041 4.254
F -2.709 -0.371 3.986
F -0.776 -0.017 4.944
O -2.070 -0.108 0.462
S -3.208 0.564 1.142
C -2.482 2.039 1.862
C -1.272 2.508 1.371
C -0.698 3.631 1.947
C -1.336 4.268 3.006
C -2.539 3.780 3.499
C -3.115 2.651 2.932
C -4.117 1.345 -0.199
C -5.418 1.770 0.039
C -6.156 2.316 -1.001
C -5.595 2.415 -2.269
C -4.296 1.976 -2.497
C -3.550 1.439 -1.458
H -0.758 2.008 0.556
H 0.251 3.970 1.549
H -0.880 5.138 3.464
H -3.013 4.260 4.347
H -4.018 2.216 3.344
H -5.850 1.662 1.028
H -7.172 2.648 -0.828
H -6.177 2.823 -3.087
H -3.865 2.042 -3.488
H -2.540 1.070 -1.600
*
```

* gap between HOMO and LUMO: 5.890 eV
* LUMO energy: 0.134 Ha
* relative energy (zero: lowest compared OMol25 entry of this formula, charge and spin): 9.2 kcal/mol
* energy: -5860.56295 Eh